(1)
Computed, not measured: C5H11NO in the gas phase in a non-equilibrium geometry, with ωB97M-V/def2-TZVPD.

Each line ends with the Mulliken charge.
CARTESIAN COORDINATES (ANGSTROEM)
O  2.669  0.929  0.448  -0.506
C  1.852  -0.008  0.346  -0.177
C  0.398  0.212  0.213  0.565
C  -0.555  -1.091  0.278  -0.854
C  -1.964  -0.945  -0.331  -0.348
C  -1.949  -0.463  -1.808  -1.066
N  0.091  1.370  1.035  -0.497
H  2.060  -1.026  0.920  0.208
H  0.426  0.394  -0.814  0.100
H  0.126  -1.834  -0.207  0.364
H  -0.656  -1.343  1.343  0.343
H  -2.620  -0.263  0.153  0.344
H  -2.336  -2.015  -0.215  0.271
H  -1.672  0.591  -2.028  0.274
H  -3.049  -0.482  -2.135  0.306
H  -1.067  -1.003  -2.309  0.297
H  -0.652  1.904  0.635  0.185
H  0.763  1.829  1.645  0.190

Computed properties:
energy relative to the best compared isomer or geometry (same formula, charge and spin)	289.2	kJ/mol
SMILES string	CCC[C@@H](N)C=O
frontier orbital gap	9.58	eV
E_LUMO	0.021	Ha
calculated total energy	-8898.700	eV

***

(2)
Computed, not measured: a molecular structure, C16H14ClIrN3O3S, with ωB97M-V/def2-TZVPD.

Each line ends with the Mulliken charge.
CARTESIAN COORDINATES (ANGSTROEM)
Ir  0.091  0.633  -1.148  1.472
O  2.176  0.721  -1.317  -0.775
N  2.678  1.811  -0.729  0.426
C  3.924  1.723  -0.225  -0.225
C  4.530  2.793  0.372  -0.738
C  3.827  3.995  0.468  -0.075
C  2.558  4.067  -0.050  -0.839
C  1.962  2.959  -0.671  0.583
S  0.391  2.996  -1.360  -0.471
H  4.380  0.751  -0.332  0.440
H  5.529  2.685  0.765  0.382
H  4.271  4.855  0.950  0.387
H  1.968  4.970  0.010  0.378
Cl  -5.758  0.302  3.374  -0.243
C  -4.586  0.369  2.081  0.160
C  -5.023  0.377  0.748  -0.515
C  -4.113  0.439  -0.266  -0.420
C  -2.710  0.501  -0.026  0.168
O  -1.941  0.563  -1.052  -0.959
C  -2.286  0.479  1.341  1.098
C  -0.922  0.543  1.783  -0.101
O  0.103  0.650  1.125  -0.685
C  -3.258  0.413  2.364  -0.967
H  -6.082  0.340  0.527  0.395
H  -4.432  0.450  -1.300  0.440
H  -0.782  0.491  2.878  0.283
H  -2.929  0.407  3.397  0.357
C  1.610  -4.706  -1.414  -0.835
N  0.745  -3.562  -1.186  0.137
C  -0.563  -3.593  -0.761  -0.369
C  -0.985  -2.300  -0.725  -0.444
N  0.048  -1.490  -1.125  -0.367
C  1.069  -2.271  -1.392  -0.260
H  1.050  -5.616  -1.222  0.290
H  2.472  -4.677  -0.749  0.321
H  1.959  -4.720  -2.444  0.333
H  -1.067  -4.516  -0.532  0.409
H  -1.943  -1.903  -0.441  0.346
H  2.040  -1.930  -1.716  0.484

Computed properties:
energy relative to the best compared isomer or geometry (same formula, charge and spin)	10.1	kJ/mol
2S+1	2
<S²>	0.75
frontier orbital gap (spin up / spin down)	7.36 / 7.38	eV
E_LUMO (spin up / spin down)	0.015 / 0.014	Ha
calculated total energy	-53627.484	eV

***

(3)
Computed, not measured: C14H17N3O4S2 in the gas phase in a non-equilibrium geometry, with ωB97M-V/def2-TZVPD.

Each line ends with the Mulliken charge.
CARTESIAN COORDINATES (ANGSTROEM)
C  3.545  -5.698  2.093  -1.256
C  2.843  -5.091  0.885  -0.211
C  1.335  -4.983  1.104  -0.628
C  0.625  -4.361  -0.091  -0.573
H  0.883  -4.892  -1.014  0.271
H  -0.462  -4.381  0.036  0.382
O  1.041  -3.000  -0.235  -0.289
C  0.108  -2.115  -0.628  0.560
O  -1.037  -2.381  -0.874  -0.629
N  0.694  -0.877  -0.690  -0.075
C  0.128  0.335  -1.062  0.854
C  -1.199  0.442  -1.484  -0.598
C  -1.705  1.677  -1.843  -0.897
C  -0.897  2.796  -1.778  -0.037
C  0.419  2.707  -1.367  -0.398
C  0.933  1.476  -1.010  -0.722
H  1.960  1.393  -0.687  0.335
H  1.016  3.603  -1.330  0.561
S  -1.581  4.377  -2.217  1.351
O  -2.280  4.300  -3.460  -0.727
O  -0.607  5.405  -2.023  -0.597
N  -2.814  4.535  -1.059  -0.194
C  -2.558  4.900  0.227  0.546
N  -3.426  5.381  1.047  -0.621
C  -2.881  5.598  2.272  -0.513
C  -1.573  5.276  2.396  -0.305
S  -0.957  4.663  0.895  0.033
H  -0.936  5.362  3.252  0.379
H  -3.508  6.004  3.043  0.421
H  -3.731  4.769  -1.406  0.283
H  -2.724  1.782  -2.181  0.378
H  -1.816  -0.440  -1.525  0.524
H  1.670  -0.856  -0.426  0.192
H  0.914  -5.975  1.271  0.380
H  1.137  -4.376  1.989  0.292
H  3.245  -4.096  0.688  0.248
H  3.034  -5.708  0.005  0.263
H  4.615  -5.770  1.915  0.356
H  3.385  -5.085  2.977  0.328
H  3.163  -6.696  2.294  0.331

Computed properties:
energy relative to the best compared isomer or geometry (same formula, charge and spin)	0.0	kJ/mol
SMILES string	CCCCOC(=O)Nc1ccc(S(=O)(=O)Nc2nccs2)cc1
frontier orbital gap	8.90	eV
E_LUMO	0.012	Ha
calculated total energy	-49125.034	eV

***

(4)
Computed, not measured: a molecular structure, C3H12N2O in a non-equilibrium geometry, with ωB97M-V/def2-TZVPD.

Each line ends with the Mulliken charge.
CARTESIAN COORDINATES (ANGSTROEM)
C  -0.424  0.514  -0.735  -0.561
O  0.183  -0.679  -1.353  -0.362
C  -1.543  0.123  0.277  -0.788
N  -2.397  1.357  0.540  -0.646
H  0.163  1.406  -0.366  0.397
H  -1.050  0.939  -1.632  0.346
H  -2.188  -0.640  -0.204  0.018
H  -1.174  -0.283  1.210  0.641
H  -2.844  1.615  -0.337  0.235
H  -3.149  1.161  1.169  0.260
C  2.627  -0.790  0.181  -2.974
N  1.371  -0.494  0.884  -1.553
H  2.449  -1.614  -0.495  0.256
H  2.933  0.059  -0.387  0.339
H  3.429  -1.010  0.823  1.565
H  1.128  -1.276  1.490  0.784
H  0.517  -0.350  -0.277  0.333
H  1.536  0.306  1.525  0.709

Computed properties:
energy relative to the best compared isomer or geometry (same formula, charge and spin)	290.0	kJ/mol
2S+1	2
charge	-1
<S²>	0.75
frontier orbital gap (spin up / spin down)	2.90 / 9.45	eV
E_LUMO (spin up / spin down)	0.148 / 0.145	Ha
calculated total energy	-8329.033	eV

***

(5)
Computed, not measured: a molecular structure, C12H33CuN3O7S in a non-equilibrium geometry, with ωB97M-V/def2-TZVPD.

Each line ends with the Mulliken charge.
CARTESIAN COORDINATES (ANGSTROEM)
Cu  0.170  1.115  -0.583  -0.447
S  1.873  -0.830  -1.545  1.311
O  2.533  -2.119  -1.402  -0.731
O  2.038  0.089  -0.318  -0.704
O  2.303  -0.080  -2.730  -0.827
O  0.372  -1.028  -1.677  -0.574
C  -3.059  1.500  0.689  -1.574
C  -2.139  0.284  0.677  0.774
C  -2.164  -0.490  -0.552  -1.067
O  -2.087  0.364  -1.662  -0.227
C  -2.339  -0.497  -2.824  -0.753
N  -0.790  0.636  1.087  -0.102
H  -3.183  1.797  1.746  0.420
H  -4.027  1.253  0.287  0.417
H  -2.614  2.325  0.105  0.221
H  -2.516  -0.445  1.390  0.309
H  -3.156  -1.002  -0.520  0.654
H  -1.387  -1.305  -0.530  0.342
H  -3.387  -0.831  -2.725  0.325
H  -1.590  -1.321  -2.745  0.289
H  -2.195  0.163  -3.707  0.207
H  -0.853  1.221  1.934  0.314
H  -0.309  -0.264  1.360  0.171
C  0.649  -2.500  3.558  -1.324
C  0.853  -3.150  2.131  0.235
C  -0.304  -4.014  1.730  -0.519
O  -0.690  -4.872  2.770  -0.330
C  -1.680  -5.805  2.395  -0.777
N  1.003  -2.067  1.210  -0.025
H  0.468  -3.287  4.350  0.314
H  -0.288  -1.975  3.457  0.266
H  1.440  -1.880  3.970  0.397
H  1.740  -3.827  2.089  0.235
H  0.009  -4.681  0.899  0.407
H  -1.141  -3.357  1.372  0.146
H  -1.307  -6.383  1.576  0.310
H  -2.622  -5.312  2.209  0.299
H  -1.974  -6.485  3.178  0.272
H  1.862  -1.530  1.345  0.152
H  0.982  -2.221  0.223  -0.073
C  2.895  3.064  -3.054  -1.773
C  2.048  2.837  -1.846  1.042
C  1.861  4.115  -1.156  -0.970
O  1.027  3.936  -0.026  -0.162
C  0.883  5.176  0.730  -0.898
N  0.781  2.170  -2.181  -0.525
H  3.282  2.198  -3.561  0.398
H  3.739  3.637  -2.714  0.462
H  2.355  3.606  -3.854  0.335
H  2.533  2.096  -1.190  0.136
H  1.353  4.814  -1.840  0.325
H  2.793  4.497  -0.771  0.403
H  1.856  5.505  1.008  0.347
H  0.308  4.936  1.621  0.222
H  0.364  5.962  0.213  0.321
H  1.150  1.455  -2.774  0.287
H  0.273  2.805  -2.822  0.313

Computed properties:
energy relative to the best compared isomer or geometry (same formula, charge and spin)	16.9	kJ/mol
charge	-1
frontier orbital gap	6.36	eV
E_LUMO	0.102	Ha
calculated total energy	-87257.774	eV

***

(6)
Computed, not measured: C3H8N2 in the gas phase in a non-equilibrium geometry, with ωB97M-V/def2-TZVPD.

Each line ends with the Mulliken charge.
CARTESIAN COORDINATES (ANGSTROEM)
C  -0.310  -1.665  -0.663  -1.020
C  0.432  -0.439  -1.040  -0.263
C  0.065  1.769  1.755  -0.343
H  -1.390  -1.599  -0.884  0.272
H  -0.027  -2.599  -1.181  0.312
H  -0.187  -1.842  0.408  0.304
H  0.418  -0.227  -2.119  0.311
H  1.461  -0.578  -0.708  0.232
H  -0.864  1.165  -0.483  0.260
H  -0.734  2.561  1.577  0.212
H  0.595  1.802  2.741  0.237
N  0.042  0.772  -0.333  -0.071
N  0.500  0.880  0.930  -0.445

Computed properties:
energy relative to the best compared isomer or geometry (same formula, charge and spin)	247.8	kJ/mol
SMILES string	C=NNCC
frontier orbital gap	9.71	eV
E_LUMO	0.044	Ha
calculated total energy	-6219.279	eV

***

(7)
Computed, not measured: 2 unconnected molecules or ions with the total composition C3H5ClFNO3 in a non-equilibrium geometry, with ωB97M-V/def2-TZVPD.

Each line ends with the Mulliken charge.
CARTESIAN COORDINATES (ANGSTROEM)
C  -1.673  0.973  0.334  -1.404
C  -0.661  -0.152  -0.010  0.282
C  0.600  0.545  -0.355  0.472
N  2.607  -1.765  -0.241  0.433
O  2.064  -0.963  0.504  -0.388
O  2.488  -1.709  -1.436  -0.421
O  -0.503  -0.979  1.120  -0.530
F  0.736  0.676  -1.681  -0.145
Cl  0.912  2.036  0.306  -0.079
H  -1.722  1.731  -0.476  0.433
H  -1.578  1.188  1.404  0.389
H  -2.635  0.473  0.184  0.348
H  -1.028  -0.811  -0.916  0.212
H  0.393  -1.243  1.263  0.397

Computed properties:
energy relative to the best compared isomer or geometry (same formula, charge and spin)	211.1	kJ/mol
frontier orbital gap (spin up / spin down)	8.29 / 6.99	eV
E_LUMO (spin up / spin down)	-0.050 / -0.072	Ha
calculated total energy	-26058.750	eV

***

(8)
Computed, not measured: C13H27N3O3Si in the gas phase in a non-equilibrium geometry, with ωB97M-V/def2-TZVPD.

Each line ends with the Mulliken charge.
CARTESIAN COORDINATES (ANGSTROEM)
N  -1.054  0.347  -1.208  -0.115
N  1.042  1.734  1.148  -0.435
N  -1.571  -1.437  0.700  -0.278
O  -1.912  1.258  -0.565  -0.193
O  -0.241  2.003  1.517  -0.101
O  -1.484  -0.497  1.655  -0.282
C  -1.238  0.368  -2.516  0.458
C  1.947  1.688  2.114  0.739
C  -0.600  -2.306  0.722  0.528
C  -2.228  1.278  -3.131  -1.121
C  1.581  2.121  3.460  -1.316
C  0.537  -1.979  1.614  -0.636
C  1.205  -0.170  -3.458  -1.048
C  3.771  1.434  0.326  -1.203
C  -2.060  -3.821  -0.728  -1.331
C  -0.316  -0.622  -3.172  0.079
C  3.378  1.517  1.861  -0.688
C  -0.640  -3.397  -0.379  -0.211
C  -3.001  1.894  2.035  -1.098
Si  -1.583  1.132  1.065  0.777
H  -2.015  1.369  -4.189  0.395
H  -3.230  0.901  -2.926  0.265
H  -2.304  2.297  -2.708  0.319
H  1.684  3.173  3.650  0.349
H  2.124  1.538  4.249  0.318
H  0.543  1.862  3.575  0.335
H  0.411  -2.381  2.631  0.269
H  1.459  -2.212  1.135  0.365
H  0.547  -0.905  1.862  -0.152
H  1.830  -0.973  -3.829  0.373
H  1.738  0.268  -2.619  0.157
H  1.331  0.722  -4.150  0.323
H  4.730  1.783  -0.121  0.393
H  3.558  0.462  0.024  0.278
H  3.101  2.015  -0.298  0.327
H  -2.695  -2.979  -0.874  0.301
H  -2.600  -4.424  -0.007  0.371
H  -2.102  -4.347  -1.659  0.402
H  -0.712  -0.996  -4.078  0.501
H  -0.382  -1.573  -2.559  -0.516
H  3.954  2.358  2.257  0.370
H  3.815  0.709  2.393  0.437
H  -0.119  -4.345  -0.071  0.331
H  -0.175  -2.961  -1.271  0.076
H  -3.118  2.937  1.732  0.308
H  -3.932  1.432  1.655  0.283
H  -2.973  1.724  3.135  0.297

Computed properties:
SMILES string	CC/C(C)=N/O[Si](C)(O/N=C(\C)CC)O/N=C(\C)CC
frontier orbital gap	9.66	eV
E_LUMO	0.031	Ha
calculated total energy	-32406.853	eV

***

(9)
Computed, not measured: 2 unconnected molecules or ions with the total composition C4H6 in a non-equilibrium geometry, with ωB97M-V/def2-TZVPD.

Each line ends with the Mulliken charge.
CARTESIAN COORDINATES (ANGSTROEM)
C  4.182  0.175  1.298  -0.329
C  5.342  0.228  1.645  -0.345
H  3.151  0.129  0.989  0.340
H  6.373  0.274  1.954  0.333
C  -2.974  -0.084  -1.615  -0.431
C  -3.375  -0.185  -0.347  -0.431
H  -2.859  0.894  -2.097  0.215
H  -2.750  -0.976  -2.212  0.215
H  -3.599  0.707  0.250  0.215
H  -3.491  -1.163  0.135  0.215

Computed properties:
energy relative to the best compared isomer or geometry (same formula, charge and spin)	191.5	kJ/mol
SMILES string	C#C.C=C
frontier orbital gap	11.41	eV
E_LUMO	0.044	Ha
calculated total energy	-4241.976	eV

***

(10)
Computed, not measured: a molecular structure, C7H18LaNO2P in a non-equilibrium geometry, with ωB97M-V/def2-TZVPD.

Each line ends with the Mulliken charge.
CARTESIAN COORDINATES (ANGSTROEM)
C  -1.846  1.341  1.336  -0.485
C  -2.312  0.913  -0.083  0.399
O  -3.418  0.971  -0.334  -0.338
N  -1.308  0.424  -0.964  0.207
C  -1.874  -0.197  -2.189  -1.092
C  -0.263  1.392  -1.247  -0.956
C  1.124  1.018  -0.674  -1.383
C  1.637  -0.405  -1.023  -0.881
C  1.027  -1.588  -0.237  -0.777
P  1.439  -1.785  1.614  0.030
O  1.740  -1.784  3.335  -0.538
H  -1.534  2.387  1.347  0.357
H  -2.637  1.176  2.052  0.432
H  -0.993  0.689  1.665  -0.386
H  -2.814  -0.689  -2.010  0.424
H  -1.926  0.522  -2.995  0.403
H  -1.171  -0.957  -2.518  0.367
H  -0.547  2.339  -0.792  0.434
H  -0.149  1.603  -2.303  0.414
H  1.835  1.734  -1.103  0.575
H  1.063  1.249  0.417  1.028
H  2.721  -0.481  -1.018  0.453
H  1.352  -0.552  -2.061  0.397
H  1.430  -2.494  -0.686  0.569
H  -0.051  -1.641  -0.331  0.317
H  1.888  -0.393  1.652  0.367
H  2.459  -2.731  1.382  0.233
H  0.099  -2.190  1.875  0.216
H  1.284  -1.056  3.789  0.259
La  1.747  1.184  2.104  1.955

Computed properties:
charge	+3
frontier orbital gap	4.46	eV
E_LUMO	-0.542	Ha
calculated total energy	-23245.294	eV

***

(11)
Computed, not measured: C4H12N2O in the gas phase in a non-equilibrium geometry, with ωB97M-V/def2-TZVPD.

Each line ends with the Mulliken charge.
CARTESIAN COORDINATES (ANGSTROEM)
C  2.121  1.021  -0.156  -0.815
C  1.482  -1.022  1.349  -0.773
C  -1.849  -1.157  -0.916  -0.889
C  -1.746  1.161  -0.155  -0.808
N  1.108  0.242  0.510  -0.040
N  -1.189  -0.145  -0.150  -0.038
O  0.225  -0.128  -0.550  -0.148
H  1.819  1.995  -0.360  0.247
H  2.970  0.989  0.508  0.356
H  2.357  0.535  -1.191  0.254
H  2.553  -1.173  1.626  0.304
H  0.988  -0.757  2.254  0.291
H  1.013  -1.846  0.865  0.258
H  -1.228  -2.017  -0.809  0.299
H  -2.789  -1.393  -0.429  0.360
H  -2.057  -0.961  -2.018  0.267
H  -2.796  1.183  0.249  0.291
H  -1.130  1.819  0.493  0.267
H  -1.853  1.653  -1.120  0.317

Computed properties:
energy relative to the best compared isomer or geometry (same formula, charge and spin)	511.2	kJ/mol
SMILES string	CN(C)ON(C)C
frontier orbital gap	9.54	eV
E_LUMO	0.040	Ha
calculated total energy	-9365.895	eV

***

(12)
Computed, not measured: 2 unconnected molecules or ions with the total composition C5H11N2 in a non-equilibrium geometry, with ωB97M-V/def2-TZVPD.

Each line ends with the Mulliken charge.
CARTESIAN COORDINATES (ANGSTROEM)
C  -0.171  1.380  -0.141  0.050
C  -1.578  1.630  0.141  -0.166
C  0.607  0.257  0.188  -1.172
C  -2.529  0.614  0.130  -0.416
C  -1.984  -0.678  -0.297  0.039
N  -2.723  -1.827  -0.166  -0.368
N  4.292  -0.263  -0.103  -0.705
H  0.258  2.244  -0.675  0.329
H  -1.845  2.783  0.199  0.305
H  1.554  0.195  -0.193  0.470
H  0.491  -0.438  0.992  0.422
H  -3.497  0.612  0.392  0.466
H  -0.934  -0.777  -0.541  0.497
H  -2.365  -2.733  -0.454  0.265
H  -3.578  -1.703  0.478  0.277
H  5.135  0.009  -0.517  0.241
H  4.316  -1.256  -0.323  0.226
H  4.549  -0.049  0.890  0.238

Computed properties:
energy relative to the best compared isomer or geometry (same formula, charge and spin)	268.4	kJ/mol
charge	+1
frontier orbital gap	7.73	eV
E_LUMO	-0.198	Ha
calculated total energy	-8334.337	eV